Molecular formula: C32H82N4O22
Method: DFT, ωB97M-V with the def2-TZVPD basis set

Summary:
HOMO level	-9.1546	eV
maximum force	3.46	eV Å⁻¹
LUMO	0.0001	hartree
total charge	0
ΔE to the lowest compared entry with this formula, charge and spin	0.00	kcal per mole
SMILES string	C[N+](=O)[O-].C[N+](=O)[O-].C[N+](=O)[O-].C[N+](=O)[O-].COCCOC.COCCOC.COCCOC.COCCOC.COCCOC.COCCOC.COCCOC

```
140
Properties=species:S:1:pos:R:3:forces:R:3
O 1.702267 -8.586264 4.326207 0.9 -0.4 2.0
O 7.873246 1.224702 -2.385902 -1.4 1.1 -1.2
O -5.437142 -5.617830 -4.016658 1.3 -0.5 0.4
O -0.169647 6.429464 -8.771233 2.0 -0.3 -0.9
O 2.450655 -1.994517 0.160848 -0.6 -0.6 0.0
O 11.150033 -2.647260 0.842529 0.9 -1.9 -1.2
O -2.383594 -4.664561 3.656926 0.5 0.1 -0.9
O 0.862919 5.005181 -7.546815 0.4 0.8 -1.5
O 6.174676 2.581267 -2.373351 0.3 0.0 -0.3
O -1.693737 -2.673600 3.624923 1.1 2.0 -0.3
O 10.196428 -4.228086 -1.726828 2.5 -1.1 2.1
O -2.049914 -4.591512 -3.312860 -0.1 -0.2 0.6
O 2.535290 -10.220820 5.509997 -0.4 2.2 0.1
O -9.869104 1.730875 -6.178923 -1.7 0.0 -0.7
O 4.665553 -2.202688 11.932310 0.4 -0.2 -1.1
O -2.504820 4.815007 4.095895 1.2 0.5 2.9
O -5.284349 4.446595 4.857713 0.2 -0.3 0.1
O 1.692361 1.195380 -0.731845 0.4 0.3 1.4
O -6.963985 0.719603 -4.308709 -0.5 -0.2 -0.7
O -4.144120 6.744250 -2.390042 1.0 0.9 1.1
O 2.952261 -1.896763 9.373170 2.2 -0.1 0.2
O -3.127228 8.571762 -4.375059 -1.5 0.7 -2.0
N 0.851379 5.792782 -8.513830 -1.6 -0.7 2.7
N 2.196747 -9.030932 5.375877 0.2 -1.4 -1.6
N 6.968728 1.870574 -2.949699 1.3 -1.1 0.8
N -1.984347 -3.666798 3.048362 -2.1 -2.4 0.1
C -3.104407 7.764690 -2.123890 -2.3 1.0 -0.3
C -5.808692 -0.047611 -4.649843 -0.7 0.2 1.0
C 10.460553 -1.732856 1.622512 -0.7 0.7 0.3
C -3.914274 5.789886 -3.382506 0.3 0.3 -2.1
C 2.971807 -0.703693 -0.062172 -0.4 -0.1 0.8
C 8.844082 -4.126657 -1.727451 -1.6 1.0 -2.0
C -3.372320 9.027817 -3.063192 1.4 -1.9 0.8
C -4.279562 4.960719 5.714418 -1.0 1.0 0.7
C 3.646067 -3.218210 12.063548 0.1 0.7 0.2
C -8.877976 1.977946 -5.257613 0.8 -0.5 1.7
C 2.367401 -8.092498 6.562475 -1.2 -0.5 -0.9
C -10.743067 0.650574 -5.811810 0.8 0.0 -0.7
C -4.227298 -5.549005 -3.273078 0.7 0.8 -0.3
C 2.166817 5.863202 -9.249972 -0.4 -0.2 0.6
C -6.511188 5.129867 4.972094 0.1 0.2 -0.2
C 2.112163 -0.060393 -1.152881 0.5 0.1 0.6
C -4.151675 9.031871 -5.357221 0.8 0.3 1.8
C 10.629593 -4.004206 0.800474 -1.4 -0.3 -0.8
C 5.129907 -1.968667 10.572036 -1.0 -0.2 0.3
C 6.755536 1.697366 -4.445075 0.0 -0.4 0.7
C -7.632366 1.102199 -5.502927 -0.3 1.1 -0.1
C 10.797684 -4.845079 -0.576632 1.7 2.2 0.7
C 1.078406 1.924581 -1.719995 0.0 0.5 -0.8
C -6.516545 -6.102330 -3.255736 -0.3 0.1 -0.5
C 4.130958 -1.135755 9.710461 -0.2 -0.8 1.5
C -2.989958 -5.243249 -4.163826 -0.3 0.6 0.7
C -2.933054 4.418858 5.448411 0.2 0.0 -2.2
C 2.435629 -1.478141 8.154701 -1.9 0.1 0.5
C -0.783648 -4.468245 -3.886261 0.8 -0.2 -0.3
C -2.995648 4.127426 3.016006 -1.1 -0.4 -0.7
C 2.889358 -2.716667 1.293255 1.5 0.0 -0.7
C -2.094144 -3.776155 1.534537 0.7 -0.4 -0.2
H -1.566953 -4.678590 1.225029 0.2 0.1 0.4
H 0.279930 1.406486 -2.251144 -0.6 -0.3 0.4
H 2.025329 5.187753 -10.093695 0.2 0.6 -0.3
H 3.408991 -7.813917 6.722451 -0.2 -0.3 -0.1
H -3.293865 8.137626 -1.117348 -0.5 -0.2 0.2
H -4.074266 4.053372 3.154581 0.0 -0.4 -0.7
H -5.419217 -0.482083 -3.729167 0.1 0.3 0.1
H 1.989372 -0.491225 8.276992 0.4 0.6 -0.3
H -11.580296 0.600751 -6.507996 0.2 0.3 -0.1
H 4.029550 -0.689495 -0.325027 0.2 -0.5 -0.4
H 7.033481 2.611602 -4.969497 -0.3 0.0 0.3
H -4.371208 -4.772312 -2.521987 0.3 0.5 -0.1
H 5.689208 1.471584 -4.452703 0.1 0.2 -0.6
H 0.718371 2.836768 -1.244172 0.0 0.0 -0.4
H 2.661017 -3.772374 1.146861 -0.7 0.2 0.2
H 2.954699 -0.141145 0.871294 -0.5 0.4 0.1
H -6.463442 -7.182228 -3.117502 -0.1 -0.2 -0.2
H 10.946806 -4.580459 1.669613 0.8 -0.1 -0.1
H 2.774715 0.049321 -2.011421 -0.4 -0.1 -0.7
H -2.545735 3.146055 2.865703 0.1 -0.3 0.2
H 10.982370 -0.783246 1.740951 0.7 -0.2 -0.4
H -11.144228 0.712552 -4.800217 0.2 0.3 0.2
H -4.773897 5.633248 -4.034134 -0.9 0.2 0.6
H 1.180669 -0.599324 -1.326023 0.4 -0.8 -0.4
H 10.308103 -2.060608 2.650832 -0.4 -0.3 0.0
H -2.208434 4.880584 6.119108 -0.1 -0.2 0.0
H -0.255373 -5.408437 -4.044518 -0.5 -0.7 -0.5
H -6.614059 -5.684085 -2.253905 0.3 0.5 0.1
H -6.911230 5.063643 5.983860 0.0 0.2 0.2
H 4.638991 -0.681784 8.859631 0.0 -0.4 -0.4
H -3.209660 -4.570895 -4.993153 -0.4 0.0 -0.2
H -4.230458 6.048524 5.665657 -0.2 0.3 -0.3
H -3.123922 -3.990956 1.249028 -0.1 0.5 0.4
H -1.653275 -2.926771 1.012735 -0.3 0.1 0.4
H 9.548414 -1.417411 1.115960 -0.6 -0.3 0.3
H 3.979243 -2.731662 1.288497 0.4 0.2 0.2
H -5.067846 8.453696 -5.237040 0.1 -0.2 -0.1
H -3.916772 -6.398287 -2.664465 -0.7 -0.8 -0.2
H 3.835380 -3.828282 12.946766 0.4 0.1 0.0
H -10.156124 -0.259476 -5.935969 -0.2 -0.4 0.3
H 9.550605 -4.016784 0.954505 -0.4 0.6 0.0
H -3.792926 9.039399 -6.386467 0.3 -0.4 0.3
H 1.905170 -8.655794 7.373113 0.4 0.2 0.2
H 1.729974 -7.256135 6.275628 0.3 0.1 0.3
H -0.038355 -4.009851 -3.236246 -0.7 0.7 0.4
H 5.391959 -2.934777 10.140679 -0.5 -0.2 -0.4
H -2.765387 4.733176 2.139567 -0.1 0.0 -0.1
H -4.385404 10.060205 -5.081541 -0.1 0.2 -0.2
H -5.073808 0.639147 -5.069865 0.2 -0.4 -0.5
H -3.263223 6.191243 -4.159120 0.8 -0.2 0.3
H -2.666151 9.820845 -2.817223 0.3 0.1 0.1
H 2.605078 -2.331350 2.272447 -0.6 0.1 -0.1
H 7.352591 0.864201 -4.815843 -0.1 0.1 0.3
H -0.849189 -3.929531 -4.831555 0.2 0.1 -0.1
H 3.127694 -1.512507 7.313303 -0.1 -0.2 0.0
H -2.530338 -6.147804 -4.562116 -0.2 -0.2 -0.1
H 3.555456 -3.885980 11.206825 0.2 0.2 -0.2
H 2.697219 -2.709379 12.233495 -0.2 -0.1 -0.2
H 1.531475 -2.081905 8.076763 0.2 -0.4 -0.9
H -7.372313 -5.784180 -3.851163 -0.3 -0.5 0.3
H 2.879583 5.408735 -8.561844 -0.2 0.1 -0.1
H -4.514972 4.744990 6.756598 -0.3 -0.2 0.4
H 6.102430 -1.476518 10.563153 -0.2 0.5 0.7
H 2.466330 6.895927 -9.428517 -0.5 -0.2 -0.5
H -9.246649 1.756155 -4.256118 0.0 -0.1 0.4
H -2.077847 7.415499 -2.012824 0.0 -0.3 -1.1
H 10.628216 -5.918989 -0.498540 -1.0 0.0 0.4
H -6.371640 6.164971 4.660343 -0.1 0.3 0.3
H -7.970693 0.281299 -6.135197 0.2 -0.6 0.2
H 3.753515 -0.318894 10.325589 0.3 0.3 0.2
H -6.988359 1.716200 -6.132493 0.5 -0.1 -0.1
H -3.621696 4.774847 -3.113834 0.4 0.2 0.8
H -6.121199 -0.904147 -5.247154 0.4 0.2 -0.6
H 8.757021 -3.508021 -2.620655 -0.9 0.2 -0.1
H -4.353019 9.467258 -2.880919 -0.3 -0.5 -0.2
H 8.320386 -5.044375 -1.995105 -0.1 -0.4 0.5
H -3.012778 3.343798 5.609710 0.6 -0.3 -0.4
H 11.871113 -4.829239 -0.765336 0.1 0.3 -0.4
H 8.347208 -3.570900 -0.932244 0.3 -0.2 0.5
H -8.630823 3.039209 -5.230779 0.0 0.0 -0.4
H -7.255600 4.715815 4.292007 0.3 -0.4 0.0
H 1.784272 2.102236 -2.531344 0.3 0.6 -0.1
```
Forces are in eV/Å.